# 1
Density functional theory data (ωB97M-V/def2-TZVPD) for a molecular structure, C4H7ORu.

Values from the calculation:
- LUMO energy (alpha / beta) (eV) = -4.9 / -7.5
- HOMO energy (alpha / beta) (eV) = -11.6 / -15.9
- frontier orbital gap (alpha / beta) (eV) = 6.6 / 8.4
- energy above the lowest of the compared OMol25 structures with the same formula, charge and spin (eV) = 0.000
- E (eV) = -8875.3337
- <S²> = 12.004

Geometry as ORCA input:
```
! wB97M-V def2-TZVPD RIJCOSX def2/J DEFGRID3
* xyz 1 7
C -1.44922 -0.15390 0.70338
C -0.38042 0.64734 -0.03425
C 0.95336 0.06972 -0.11076
O 1.96516 0.72954 -0.42709
Ru 3.82431 0.13591 -0.00713
H -1.14384 -1.09558 1.16139
H -0.42535 1.73537 0.02199
H -2.14711 0.44059 1.29125
H 0.99491 -1.02973 -0.26135
C -1.50496 -0.07471 -0.77172
H -1.23332 -0.95825 -1.35062
H -2.24156 0.57775 -1.23874
H 2.78805 -1.02405 1.02364
*
```

And the Mulliken charges, in e, turn out to be:
1. C -0.4699
2. C -0.0159
3. C 0.1579
4. O -0.5476
5. Ru 0.5144
6. H 0.2620
7. H 0.3984
8. H 0.2694
9. H 0.4446
10. C -0.5599
11. H 0.2665
12. H 0.2671
13. H 0.0128

---

# 2
Density functional theory data (ωB97M-V/def2-TZVPD) for 8 unconnected molecules or ions with the total composition C24H48O6S6.

Values from the calculation:
- LUMO energy (eV) = -0.3
- HOMO energy (eV) = -8.7
- frontier orbital gap (eV) = 8.4
- energy above the lowest of the compared OMol25 structures with the same formula, charge and spin (eV) = 0.000
- E (eV) = -102945.7042

Geometry as ORCA input:
```
! wB97M-V def2-TZVPD RIJCOSX def2/J DEFGRID3
* xyz 0 1
C 0.44963 2.24844 -0.63968
S -0.74001 1.24177 0.04218
O -1.34814 0.59574 -1.15948
C 0.28505 -0.12949 0.65189
H 1.16182 2.70131 0.15259
H 0.04914 3.33040 -1.02802
H 1.17122 1.83893 -1.37665
H -0.30601 -0.81148 1.20249
H 0.84644 0.19855 1.59237
H 0.88366 -0.73500 -0.19195
C -1.77034 0.54315 -5.70841
S -0.83305 0.30072 -4.27078
O 0.20236 -0.64145 -4.69762
C 0.17875 1.82953 -4.38797
H -2.61852 -0.10604 -5.88491
H -1.31303 0.18769 -6.65202
H -2.20586 1.57039 -5.74023
H -0.27130 2.71628 -4.76477
H 0.72890 1.34498 -5.43394
H 0.77804 1.52869 -3.65620
C 1.12230 0.89433 4.13728
S -0.30186 1.05267 5.16389
O 0.02035 0.18140 6.30725
C -0.10329 2.73993 5.79851
H 1.22224 1.63820 3.36963
H 0.93783 -0.19553 3.73501
H 2.11703 0.79052 4.84795
H 0.88799 2.87168 5.74805
H -0.76347 2.91118 6.52090
H -0.34520 3.29110 5.11936
C 3.91093 -0.95625 2.26278
S 5.17472 -1.58562 3.37651
O 6.52029 -1.06514 2.90036
C 4.80584 -0.54710 4.77952
H 4.29462 -0.00411 1.92170
H 3.01537 -0.92442 2.91039
H 3.74542 -1.58590 1.45622
H 4.65242 0.51987 4.34573
H 5.59219 -0.81304 5.47393
H 3.95586 -1.00416 5.26707
C -3.26953 -2.15440 -0.51984
S -4.31137 -2.79493 -1.63679
O -5.77166 -2.42217 -1.31864
C -3.85727 -1.62787 -2.99312
H -3.35782 -1.07041 -0.33143
H -2.22876 -2.34426 -0.79255
H -3.24200 -2.69087 0.36443
H -2.68825 -1.58079 -3.10009
H -4.18432 -0.66804 -2.65237
H -4.23880 -1.86883 -3.95969
C -2.09321 4.11363 -3.20278
S -3.07357 5.55900 -2.98492
O -3.51727 5.78808 -4.47538
C -4.55600 4.67422 -2.42231
H -1.11484 4.41423 -3.64495
H -2.50719 3.33968 -3.79371
H -1.59223 3.70396 -2.27694
H -5.37327 5.35135 -2.34353
H -4.32923 4.36680 -1.29761
H -4.77584 3.95977 -2.98136
C -1.13257 -4.41747 3.29885
C -1.05061 -2.86338 3.37573
C -2.31559 -2.28428 3.60603
C -3.54579 -3.01712 3.58282
C -3.61156 -4.31703 3.41273
C -2.41921 -5.17937 3.27352
H -0.14107 -5.09433 3.24848
H -0.05435 -2.61726 3.30728
H -2.42638 -1.21147 3.73581
H -4.48978 -2.29116 3.54562
H -4.44887 -4.80764 3.49804
H -2.43400 -6.11219 3.29645
C 5.05250 0.35442 -1.75046
C 5.74778 -1.01032 -2.14765
C 5.03141 -2.11461 -2.62473
C 3.63575 -1.91087 -2.90891
C 2.93106 -0.69728 -2.73141
C 3.64995 0.46278 -1.99150
H 5.80361 1.15090 -1.32003
H 6.85931 -1.19711 -1.93073
H 5.66074 -2.94131 -3.00675
H 3.15279 -2.76955 -3.24496
H 1.79575 -0.52178 -2.98172
H 3.04121 1.39656 -1.66983
*
```

And the Mulliken charges, in e, turn out to be:
1. C 0.0469
2. S 0.2725
3. O -0.3461
4. C -0.2193
5. H 0.3433
6. H 0.2421
7. H -0.6116
8. H 0.1559
9. H -0.1403
10. H 0.2915
11. C -1.1408
12. S 1.0066
13. O -0.7169
14. C -0.6428
15. H 0.3405
16. H 0.3865
17. H 0.2915
18. H 0.5817
19. H 0.3307
20. H -0.3388
21. C -0.2845
22. S 0.6264
23. O -0.6515
24. C -1.6030
25. H 0.5787
26. H -0.5218
27. H 0.2774
28. H 0.4916
29. H 0.4355
30. H 0.6465
31. C -0.5375
32. S 0.4388
33. O -0.6378
34. C -0.8303
35. H 0.3240
36. H -0.1075
37. H 0.4888
38. H 0.2003
39. H 0.4105
40. H 0.3110
41. C -0.5955
42. S 0.3534
43. O -0.6518
44. C -0.7275
45. H 0.1828
46. H 0.3517
47. H 0.2899
48. H 0.0246
49. H 0.2909
50. H 0.4512
51. C -0.5032
52. S 0.4020
53. O -0.6448
54. C -0.9315
55. H 0.3306
56. H 0.1933
57. H 0.0642
58. H 0.3702
59. H 0.2535
60. H 0.3653
61. C -0.4696
62. C -0.1542
63. C -0.0657
64. C -0.4310
65. C -0.5685
66. C -0.9166
67. H 0.1814
68. H 0.5904
69. H 0.2955
70. H 0.1932
71. H 0.5604
72. H 0.7394
73. C -0.6436
74. C -0.1800
75. C -0.5620
76. C -0.3396
77. C 0.0495
78. C 0.3461
79. H 0.2741
80. H 0.2662
81. H 0.3237
82. H 0.4603
83. H -0.0367
84. H 0.0294